## a
C28H24N7S4SbTi as an isolated structure. Source: the Open Molecules 2025 dataset; level of theory: wB97M-V/def2-TZVPD.

Computed properties:
Orbital gap, eV: 6.6

Structure (ORCA input):
```
! RIJCOSX wB97M-V def2-TZVPD def2/J DEFGRID3
* xyz 0 1
Ti 0.11 0.66 0.70
C 1.98 -1.29 4.12
C 1.71 -0.14 3.18
N 1.30 -0.55 1.86
C 1.13 -1.91 1.65
C 1.34 -2.85 2.59
N 1.81 -2.52 3.87
C 0.61 -2.21 0.31
C 0.58 -3.43 -0.34
C 0.03 -3.49 -1.63
C -0.45 -2.34 -2.23
C -0.42 -1.15 -1.53
N 0.13 -1.12 -0.31
C -0.94 0.16 -1.96
C -1.35 0.46 -3.21
N -1.56 1.79 -3.59
C -1.70 2.63 -2.65
C -1.75 2.25 -1.20
N -0.89 1.13 -0.95
C -0.05 -4.79 -2.34
C -1.20 -5.14 -3.04
C -1.23 -6.36 -3.69
N -0.22 -7.23 -3.69
C 0.87 -6.89 -3.01
C 1.00 -5.70 -2.32
H 2.35 -1.01 5.11
H 2.62 0.47 3.13
H 1.16 -3.90 2.41
H 0.95 -4.32 0.14
H -0.88 -2.38 -3.22
H -1.42 -0.28 -3.98
H -1.82 3.68 -2.91
H -1.45 3.08 -0.56
H -2.06 -4.49 -3.07
H -2.12 -6.66 -4.24
H 1.68 -7.61 -3.01
H 1.92 -5.47 -1.79
C 1.50 3.08 -0.78
N 1.65 2.31 0.48
C 3.01 1.73 0.48
C 1.52 3.25 1.64
C 0.09 3.70 1.83
C -0.26 5.01 1.55
C -1.57 5.44 1.67
C -2.55 4.54 2.08
C -2.21 3.23 2.37
C -0.89 2.79 2.26
H 2.34 3.78 -0.86
H 0.57 3.63 -0.77
H 1.51 2.39 -1.62
H 3.75 2.53 0.36
H 3.10 1.03 -0.35
H 3.18 1.20 1.41
H 2.17 4.12 1.46
H 1.88 2.73 2.52
H 0.51 5.70 1.22
H -1.84 6.46 1.43
H -3.58 4.86 2.16
H -2.97 2.53 2.69
S -3.39 -1.76 -0.33
Sb -3.98 0.13 0.70
S -1.69 0.06 2.12
S -3.56 2.03 -0.80
S 0.46 1.01 3.98
C -0.51 1.36 2.52
*
```



## b
C28H24N7S4SbTi as an isolated structure. Source: the Open Molecules 2025 dataset; level of theory: wB97M-V/def2-TZVPD.

Computed properties:
Orbital gap, eV: 5.9

Structure (ORCA input):
```
! RIJCOSX wB97M-V def2-TZVPD def2/J DEFGRID3
* xyz 0 1
Ti -0.68 0.86 -0.33
C -2.81 -2.85 -0.22
C -2.52 -1.53 -0.07
N -1.39 -0.94 -0.53
C -0.40 -1.83 -1.14
C -0.86 -3.26 -1.30
N -1.96 -3.71 -0.86
C 0.85 -1.67 -0.30
C 1.91 -2.55 -0.12
C 2.99 -2.15 0.66
C 3.01 -0.86 1.18
C 1.92 -0.02 0.93
N 0.87 -0.45 0.23
C 1.74 1.38 1.30
C 2.76 2.21 1.73
N 2.52 3.52 2.00
C 1.35 3.98 1.79
C 0.23 3.19 1.20
N 0.47 1.80 1.08
C 4.11 -3.08 0.89
C 3.89 -4.42 1.18
C 4.98 -5.26 1.36
N 6.23 -4.85 1.27
C 6.45 -3.57 1.01
C 5.44 -2.65 0.82
H -3.74 -3.28 0.13
H -3.23 -0.88 0.42
H -0.21 -3.92 -1.85
H 1.90 -3.52 -0.59
H 3.83 -0.52 1.79
H 3.76 1.86 1.89
H 1.15 5.02 2.02
H -0.73 3.41 1.67
H 2.88 -4.81 1.27
H 4.85 -6.30 1.58
H 7.49 -3.28 0.94
H 5.68 -1.62 0.58
C -3.21 0.49 -2.35
N -2.33 1.58 -1.89
C -1.83 2.25 -3.10
C -3.17 2.53 -1.14
C -3.30 2.11 0.30
C -4.39 2.50 1.07
C -4.46 2.17 2.41
C -3.45 1.43 2.99
C -2.37 1.02 2.22
C -2.26 1.36 0.87
H -3.91 0.87 -3.11
H -3.78 0.09 -1.52
H -2.62 -0.31 -2.81
H -2.66 2.70 -3.66
H -1.33 1.53 -3.75
H -1.13 3.05 -2.85
H -4.16 2.63 -1.61
H -2.70 3.52 -1.16
H -5.18 3.08 0.60
H -5.31 2.50 3.00
H -3.50 1.18 4.04
H -1.58 0.42 2.68
S 1.68 4.04 -3.64
Sb 1.98 3.00 -1.68
S 0.63 0.35 -2.50
S -0.11 3.79 -0.59
S -0.25 -2.08 -3.90
C -0.01 -1.24 -2.52
*
```



Most stable: a. Least stable: b.



## a
C33H46NP3Pd as an isolated structure. Source: the Open Molecules 2025 dataset; level of theory: wB97M-V/def2-TZVPD.

Computed properties:
Orbital gap (alpha / beta), eV: 5.2 / 4.8

Structure (ORCA input):
```
! RIJCOSX wB97M-V def2-TZVPD def2/J DEFGRID3
* xyz 0 3
P -0.16 -2.08 -3.49
P -0.06 1.46 -4.74
C -0.40 -1.36 -5.21
C 0.39 -0.08 -5.62
H -1.49 -1.22 -5.34
H -0.11 -2.17 -5.89
H 1.48 -0.19 -5.47
H 0.22 0.13 -6.69
C -1.62 2.12 -5.46
H -1.97 2.93 -4.81
H -2.38 1.33 -5.53
H -1.38 2.53 -6.45
C 1.14 2.73 -5.29
H 0.73 3.28 -6.15
H 2.10 2.26 -5.55
H 1.29 3.45 -4.47
C -1.45 -3.22 -3.11
H -1.26 -3.50 -2.06
H -1.37 -4.10 -3.76
H -2.42 -2.72 -3.24
C 1.40 -2.99 -3.64
H 2.21 -2.31 -3.95
H 1.29 -3.79 -4.38
H 1.63 -3.45 -2.67
Pd -0.16 -2.27 1.32
C 0.33 2.34 -0.55
C -0.98 2.21 -0.83
C -1.76 1.66 -1.97
C -1.58 0.22 -2.58
C -0.26 -0.54 -2.46
C 1.07 0.00 -2.91
C 1.32 1.37 -2.55
C 1.47 1.49 -1.03
C 0.24 -3.93 2.28
H 0.57 3.02 0.28
H -1.61 2.78 -0.15
H -1.78 2.34 -2.83
H -2.80 1.68 -1.60
H -2.36 -0.39 -2.10
H -1.83 0.28 -3.65
H -0.19 -0.92 -1.39
H 1.90 -0.67 -2.60
H 0.43 2.01 -2.82
H 2.22 1.68 -3.08
H 1.54 0.50 -0.54
H 2.39 2.08 -0.85
H 1.29 -3.71 2.58
H 0.13 -4.79 1.57
H -0.52 -3.88 3.10
N 0.11 -0.38 1.14
P 0.13 -0.11 2.75
C -1.30 -0.84 3.58
C -1.25 -1.28 4.91
C -2.41 -1.79 5.51
C -3.59 -1.88 4.77
C -3.63 -1.49 3.43
C -2.47 -0.98 2.82
C 1.67 -0.61 3.53
C 1.90 -0.40 4.90
C 3.09 -0.83 5.48
C 4.09 -1.41 4.68
C 3.90 -1.54 3.29
C 2.68 -1.12 2.72
C -0.03 1.65 3.20
C 1.11 2.37 3.59
C 0.95 3.64 4.15
C -0.33 4.20 4.25
C -1.45 3.51 3.75
C -1.29 2.24 3.20
H -0.31 -1.26 5.45
H -2.37 -2.13 6.54
H -4.50 -2.29 5.24
H -4.54 -1.58 2.84
H -2.46 -0.76 1.75
H 1.13 0.12 5.50
H 3.23 -0.70 6.56
H 5.01 -1.75 5.15
H 4.68 -1.96 2.67
H 2.54 -1.22 1.64
H 2.11 1.96 3.49
H 1.82 4.18 4.53
H -0.46 5.17 4.72
H -2.44 3.97 3.80
H -2.15 1.70 2.81
*
```



## b
C33H46NP3Pd as an isolated structure. Source: the Open Molecules 2025 dataset; level of theory: wB97M-V/def2-TZVPD.

Computed properties:
Orbital gap (alpha / beta), eV: 5.5 / 5.6

Structure (ORCA input):
```
! RIJCOSX wB97M-V def2-TZVPD def2/J DEFGRID3
* xyz 0 3
P -0.17 -2.10 -4.21
P -0.12 1.37 -4.53
C -0.44 -1.14 -5.77
C 0.32 0.20 -5.86
H -1.53 -0.96 -5.83
H -0.14 -1.81 -6.58
H 1.41 0.02 -5.82
H 0.06 0.71 -6.80
C -1.64 2.25 -5.00
H -1.91 2.94 -4.18
H -2.49 1.58 -5.19
H -1.43 2.85 -5.90
C 1.24 2.54 -4.75
H 0.99 3.15 -5.63
H 2.20 2.02 -4.93
H 1.33 3.19 -3.88
C -1.28 -3.48 -4.56
H -1.26 -4.19 -3.73
H -0.90 -3.95 -5.47
H -2.31 -3.10 -4.72
C 1.48 -2.86 -4.33
H 2.29 -2.13 -4.39
H 1.47 -3.49 -5.22
H 1.61 -3.48 -3.44
Pd -0.11 -1.13 0.43
C 0.54 1.82 -1.04
C -0.70 1.29 -0.82
C -1.72 0.74 -1.77
C -1.76 -0.78 -2.08
C -0.57 -1.62 -1.65
C 0.80 -1.27 -1.83
C 1.27 -0.04 -2.49
C 1.73 1.05 -1.50
C 0.18 -2.76 1.38
H 0.80 2.78 -0.58
H -1.15 1.43 0.19
H -1.64 1.29 -2.72
H -2.72 1.00 -1.38
H -2.62 -1.23 -1.56
H -1.97 -0.91 -3.16
H -0.75 -2.68 -1.45
H 1.54 -2.00 -1.51
H 0.35 0.36 -3.05
H 2.07 -0.24 -3.23
H 2.30 0.56 -0.69
H 2.42 1.72 -2.03
H 1.14 -2.65 1.90
H 0.18 -3.53 0.60
H -0.66 -2.84 2.09
N 0.17 0.42 1.63
P 0.13 0.45 3.24
C -1.34 -0.45 3.78
C -1.46 -0.87 5.12
C -2.66 -1.43 5.55
C -3.73 -1.57 4.65
C -3.60 -1.20 3.31
C -2.40 -0.62 2.88
C 1.72 -0.20 3.76
C 2.06 -0.31 5.12
C 3.30 -0.83 5.47
C 4.21 -1.21 4.47
C 3.88 -1.08 3.12
C 2.64 -0.55 2.76
C -0.05 2.12 3.94
C 1.03 2.79 4.55
C 0.84 4.05 5.13
C -0.41 4.66 5.07
C -1.51 3.99 4.49
C -1.32 2.72 3.93
H -0.61 -0.76 5.79
H -2.77 -1.74 6.59
H -4.68 -1.99 5.01
H -4.42 -1.36 2.60
H -2.31 -0.31 1.83
H 1.36 0.03 5.89
H 3.55 -0.95 6.52
H 5.18 -1.61 4.76
H 4.58 -1.40 2.34
H 2.40 -0.41 1.71
H 2.02 2.31 4.59
H 1.68 4.56 5.60
H -0.54 5.66 5.47
H -2.48 4.46 4.47
H -2.18 2.20 3.50
*
```



Most stable: b. Least stable: a.



## a
C9H8N2 in the gas phase. Source: the Open Molecules 2025 dataset; level of theory: wB97M-V/def2-TZVPD.

Computed properties:
Orbital gap (alpha / beta), eV: 7.5 / 7.5

Structure (ORCA input):
```
! RIJCOSX wB97M-V def2-TZVPD def2/J DEFGRID3
* xyz 0 1
C -1.57 2.45 0.51
C -0.34 2.34 1.12
C -1.81 1.53 -0.45
C 0.60 1.36 0.86
C -0.92 0.47 -0.78
C 0.31 0.39 -0.12
C 1.22 -0.64 -0.48
C 1.44 -1.92 -0.57
C 0.28 -2.48 0.11
N -0.85 -2.33 0.61
N 2.45 -2.84 -0.79
H -2.40 3.29 0.67
H -0.22 3.14 1.91
H -2.65 1.69 -1.00
H 1.57 1.44 1.52
H -1.07 -0.04 -1.69
H -1.53 -1.61 0.77
H 3.25 -2.48 -1.07
H 2.23 -3.75 -1.11
*
```



## b
C9H8N2 in the gas phase. Source: the Open Molecules 2025 dataset; level of theory: wB97M-V/def2-TZVPD.

Computed properties:
Orbital gap, eV: 8.7

Structure (ORCA input):
```
! RIJCOSX wB97M-V def2-TZVPD def2/J DEFGRID3
* xyz 0 1
N -3.54 -0.45 -0.11
C -2.18 -0.19 0.05
C -1.12 -1.10 -0.04
C 0.20 -0.56 -0.06
C 1.35 -1.39 -0.09
C 2.62 -0.93 -0.04
C 2.82 0.52 -0.03
C 1.71 1.33 0.04
C 0.44 0.80 -0.12
C -0.77 1.62 -0.12
N -1.91 1.13 -0.08
H -4.14 0.39 0.05
H -3.74 -1.16 0.61
H -1.27 -2.20 -0.13
H 1.19 -2.46 0.02
H 3.47 -1.56 -0.21
H 3.76 0.99 0.11
H 1.88 2.46 0.33
H -0.78 2.75 -0.17
*
```



Most stable: b. Least stable: a.



## a
C9H8N2 in the gas phase. Source: the Open Molecules 2025 dataset; level of theory: wB97M-V/def2-TZVPD.

Computed properties:
Orbital gap, eV: 8.3

Structure (ORCA input):
```
! RIJCOSX wB97M-V def2-TZVPD def2/J DEFGRID3
* xyz 0 1
C 2.99 -0.92 0.23
C 2.62 0.17 0.94
C 1.24 0.61 0.79
C 0.43 -0.12 -0.01
C -0.96 0.19 -0.23
C -1.94 -0.22 -1.24
C -3.12 0.44 -0.94
C -2.99 1.14 0.22
N -1.75 1.02 0.69
N 0.81 -1.27 -0.71
C 2.06 -1.65 -0.55
H 4.20 -1.20 0.25
H 3.37 0.56 1.42
H 1.08 1.39 1.23
H -1.37 -1.03 -2.07
H -4.03 0.32 -1.37
H -3.86 1.73 0.92
H -1.25 1.45 1.66
H 2.46 -2.61 -1.25
*
```



## b
C9H8N2 in the gas phase. Source: the Open Molecules 2025 dataset; level of theory: wB97M-V/def2-TZVPD.

Computed properties:
Orbital gap, eV: 8.5

Structure (ORCA input):
```
! RIJCOSX wB97M-V def2-TZVPD def2/J DEFGRID3
* xyz 0 1
C 3.22 -0.13 -0.03
C 2.56 1.12 0.32
C 1.17 1.19 0.30
C 0.46 0.11 -0.11
C -1.00 0.05 -0.11
C -1.93 1.13 -0.40
C -3.18 0.57 -0.19
C -3.02 -0.72 0.26
N -1.75 -0.93 0.34
N 1.05 -1.10 -0.29
C 2.42 -1.21 -0.28
H 4.41 -0.27 0.09
H 3.33 2.13 0.38
H 0.86 2.14 0.60
H -1.45 2.10 -0.88
H -4.25 1.07 -0.17
H -3.78 -1.42 0.60
H -1.33 -1.98 0.77
H 2.96 -2.03 -0.32
*
```



Most stable: b. Least stable: a.



## a
C19H21N3O4 in the gas phase. Source: the Open Molecules 2025 dataset; level of theory: wB97M-V/def2-TZVPD.

Computed properties:
Orbital gap, eV: 8.3

Structure (ORCA input):
```
! RIJCOSX wB97M-V def2-TZVPD def2/J DEFGRID3
* xyz 0 1
C -5.24 -1.19 -0.21
O -4.13 -0.69 0.49
C -2.91 -1.19 0.23
C -2.63 -2.19 -0.69
C -1.34 -2.63 -0.90
C -0.28 -2.05 -0.20
C 1.08 -2.47 -0.45
N 2.06 -1.77 -0.05
N 3.32 -2.18 -0.28
C 4.42 -1.51 0.21
O 5.53 -1.96 0.01
C 4.12 -0.21 0.92
C 4.19 0.97 -0.07
C 2.95 1.86 -0.02
O 2.98 2.99 0.41
N 1.85 1.23 -0.52
C 0.57 1.75 -0.71
C -0.31 1.03 -1.52
C -1.60 1.47 -1.71
C -2.04 2.64 -1.11
C -1.17 3.36 -0.32
C 0.13 2.93 -0.11
C -0.55 -1.05 0.74
C -1.84 -0.61 0.96
O -2.20 0.34 1.85
C -1.20 0.96 2.62
H -6.10 -0.64 0.16
H -5.14 -1.03 -1.29
H -5.39 -2.26 -0.02
H -3.43 -2.65 -1.25
H -1.15 -3.41 -1.62
H 1.22 -3.40 -1.01
H 3.50 -3.07 -0.75
H 3.13 -0.27 1.37
H 4.86 -0.08 1.71
H 5.06 1.59 0.15
H 4.31 0.60 -1.09
H 1.96 0.26 -0.79
H 0.03 0.12 -1.99
H -2.27 0.90 -2.34
H -3.06 2.97 -1.25
H -1.50 4.28 0.15
H 0.81 3.51 0.50
H 0.28 -0.62 1.28
H -1.71 1.67 3.26
H -0.67 0.23 3.25
H -0.48 1.49 1.99
*
```



## b
C19H21N3O4 in the gas phase. Source: the Open Molecules 2025 dataset; level of theory: wB97M-V/def2-TZVPD.

Computed properties:
Orbital gap, eV: 8.1

Structure (ORCA input):
```
! RIJCOSX wB97M-V def2-TZVPD def2/J DEFGRID3
* xyz 0 1
C 4.41 2.36 -0.51
O 3.95 1.04 -0.69
C 3.01 0.55 0.17
C 2.38 1.29 1.16
C 1.42 0.68 1.95
C 1.09 -0.65 1.78
C 1.72 -1.40 0.79
C 1.38 -2.85 0.62
C -0.12 -3.06 0.74
O -0.62 -3.56 1.73
N -0.87 -2.65 -0.30
C -0.37 -2.04 -1.52
C -1.45 -1.09 -2.07
N -2.07 -0.36 -0.98
C -1.65 0.88 -0.61
C -0.43 1.42 -1.06
C 0.05 2.62 -0.59
C -0.64 3.34 0.37
C -1.86 2.87 0.80
C -2.39 1.69 0.28
N -3.76 1.44 0.59
O -4.19 1.86 1.65
O -4.45 0.88 -0.25
C -2.84 -1.22 -0.10
C -2.31 -2.66 -0.18
C 2.67 -0.79 -0.01
H 3.60 3.09 -0.67
H 4.84 2.51 0.48
H 5.18 2.51 -1.27
H 2.62 2.33 1.33
H 0.93 1.26 2.72
H 0.35 -1.11 2.42
H 1.84 -3.42 1.43
H 1.76 -3.24 -0.33
H -0.13 -2.81 -2.26
H 0.53 -1.47 -1.29
H -1.02 -0.40 -2.80
H -2.24 -1.65 -2.57
H 0.18 0.87 -1.76
H 0.99 2.99 -0.97
H -0.25 4.27 0.76
H -2.47 3.43 1.50
H -2.73 -0.85 0.92
H -3.90 -1.19 -0.36
H -2.75 -3.20 -1.03
H -2.57 -3.20 0.73
H 3.18 -1.34 -0.79
*
```



Most stable: a. Least stable: b.



## a
A 2-piece molecular cluster, CF2O3S overall. Source: the Open Molecules 2025 dataset; level of theory: wB97M-V/def2-TZVPD.

Computed properties:
Orbital gap, eV: 13.4

Structure (ORCA input):
```
! RIJCOSX wB97M-V def2-TZVPD def2/J DEFGRID3
* xyz 0 1
C 0.71 2.06 0.12
O 0.01 1.51 0.86
O -1.50 -0.11 -0.44
O 0.18 -0.85 1.28
F 1.05 0.02 -0.84
F -0.20 -1.98 -0.90
S -0.25 -0.64 -0.08
*
```



## b
A 2-piece molecular cluster, CF2O3S overall. Source: the Open Molecules 2025 dataset; level of theory: wB97M-V/def2-TZVPD.

Computed properties:
Orbital gap, eV: 12.4

Structure (ORCA input):
```
! RIJCOSX wB97M-V def2-TZVPD def2/J DEFGRID3
* xyz 0 1
C -1.68 0.12 0.00
O -2.46 -0.44 -0.59
O 1.16 -0.63 1.33
O -0.87 0.68 0.58
F 1.61 1.26 -0.21
F 0.56 -0.63 -1.14
S 1.67 -0.36 0.04
*
```



Most stable: b. Least stable: a.